No. 1
Below is a molecular structure, C43H62N3O5P3SiTa at a distorted geometry, with properties calculated with ωB97M-V/def2-TZVPD.

Gap between HOMO and LUMO in eV: 6.6442
Strongest force on any atom in hartree/bohr: 0.026
HOMO energy in eV: -16.450
Energy relative to the best compared isomer or geometry (same formula, charge and spin) in kJ/mol: 66.2
Total charge: +3
Multiplicity: 1
LUMO energy in eV: -9.81

Each line ends with the Löwdin charge.
Cartesian coordinates (Å):
Ta (0.49102, -0.43465, 0.31125)  1.454
C (-0.00794, -4.46251, -1.06883)  -0.077
C (-0.20774, -3.43365, -2.18008)  -0.502
C (-1.67388, -3.26297, -2.56836)  -0.081
P (0.83027, -1.89704, -1.96755)  1.049
C (2.51302, -2.70742, -2.18602)  -0.482
C (3.23137, -3.04938, -0.88061)  -0.095
C (3.51351, -2.07662, -3.14528)  -0.072
C (0.31772, -0.94780, -3.41883)  -0.425
C (0.42408, -1.55520, -4.67223)  -0.084
C (-0.07300, -0.91991, -5.80027)  -0.025
C (-0.71518, 0.30330, -5.67052)  -0.025
C (-0.82871, 0.89943, -4.42159)  -0.069
C (-0.29600, 0.30324, -3.27454)  -0.295
Si (-0.29352, 1.19805, -1.62174)  0.600
C (0.67013, 2.80093, -1.58760)  -0.299
C (0.73852, 3.68566, -2.66285)  -0.079
C (1.35509, 4.92223, -2.53309)  -0.029
C (1.90825, 5.30262, -1.31791)  -0.031
C (1.85291, 4.43833, -0.23715)  -0.061
C (1.24336, 3.18793, -0.37329)  -0.359
P (1.12365, 2.05879, 1.02349)  1.044
C (2.67867, 2.00320, 2.01540)  -0.492
C (3.91666, 1.70490, 1.17137)  -0.101
C (2.97299, 3.22899, 2.89829)  -0.066
C (-0.24744, 2.60656, 2.12795)  -0.519
C (-0.18240, 1.91738, 3.49023)  -0.096
C (-0.36958, 4.12798, 2.26155)  -0.062
C (-2.01726, 1.83859, -1.21633)  -0.276
C (-2.51861, 2.91089, -1.96620)  -0.066
C (-3.70947, 3.53693, -1.64762)  -0.022
C (-4.41838, 3.12684, -0.52898)  -0.026
C (-3.94399, 2.08025, 0.23961)  -0.071
C (-2.75708, 1.41642, -0.10921)  -0.398
P (-2.21118, -0.04904, 0.82341)  1.008
C (-3.12240, 0.07797, 2.44658)  -0.487
C (-2.55108, -0.63115, 3.67668)  -0.110
C (-4.60511, -0.34232, 2.35929)  -0.084
C (-2.80487, -1.49430, -0.15927)  -0.545
C (-4.20345, -1.35924, -0.77280)  -0.054
C (-2.66157, -2.81275, 0.59059)  -0.107
H (-0.61516, -5.34271, -1.27864)  0.106
H (-0.32394, -4.07533, -0.09687)  0.048
H (1.01994, -4.80089, -0.98245)  0.074
H (0.29288, -3.81955, -3.07742)  0.101
H (-2.33062, -3.32095, -1.70811)  0.030
H (-1.95146, -4.09230, -3.21797)  0.111
H (-1.87626, -2.34222, -3.11668)  0.084
H (2.17658, -3.64596, -2.64079)  0.103
H (3.77964, -2.18327, -0.51651)  0.073
H (3.96231, -3.83129, -1.08614)  0.111
H (2.57652, -3.42201, -0.09291)  0.062
H (3.98920, -1.21354, -2.69588)  0.070
H (3.08744, -1.80000, -4.10695)  0.070
H (4.28923, -2.81879, -3.33514)  0.106
H (0.89372, -2.52414, -4.78443)  0.119
H (0.02361, -1.38914, -6.76808)  0.127
H (-1.12788, 0.79229, -6.54046)  0.126
H (-1.34018, 1.84745, -4.35723)  0.096
H (0.31939, 3.41669, -3.62215)  0.103
H (1.39942, 5.59476, -3.37732)  0.125
H (2.37854, 6.26859, -1.20856)  0.126
H (2.26907, 4.75754, 0.70507)  0.097
H (2.48151, 1.16176, 2.69480)  0.095
H (4.29263, 2.63904, 0.75314)  0.086
H (3.73979, 1.00434, 0.35934)  0.043
H (4.69645, 1.30248, 1.81667)  0.104
H (3.19802, 4.11240, 2.30811)  0.074
H (3.87376, 3.00519, 3.47102)  0.106
H (2.19255, 3.47566, 3.60723)  0.061
H (-1.14393, 2.27117, 1.59547)  0.050
H (0.55876, 2.37386, 4.13719)  0.082
H (0.06045, 0.85288, 3.42524)  0.047
H (-1.14226, 2.01319, 3.99505)  0.093
H (0.50152, 4.57508, 2.73706)  0.079
H (-1.23373, 4.35274, 2.88755)  0.100
H (-0.52410, 4.60863, 1.29747)  0.083
H (-1.95163, 3.31008, -2.79471)  0.093
H (-4.06658, 4.36178, -2.24668)  0.127
H (-5.33582, 3.62463, -0.24893)  0.127
H (-4.51243, 1.80976, 1.10837)  0.088
H (-3.07044, 1.15959, 2.61824)  0.099
H (-2.87838, -1.67368, 3.68748)  0.079
H (-2.98245, -0.19126, 4.57448)  0.109
H (-1.47310, -0.56934, 3.77105)  0.037
H (-4.69903, -1.42563, 2.33385)  0.077
H (-5.15834, 0.05325, 1.51678)  0.065
H (-5.09931, -0.00468, 3.27156)  0.110
H (-2.10344, -1.48989, -1.01540)  0.057
H (-4.97851, -1.58435, -0.04686)  0.082
H (-4.30712, -2.07598, -1.58785)  0.095
H (-4.38265, -0.36717, -1.18359)  0.084
H (-3.32907, -2.84814, 1.45366)  0.086
H (-1.64421, -2.99165, 0.91777)  0.021
H (-2.92921, -3.65863, -0.03966)  0.096
O (3.98137, -3.11622, 4.41982)  0.177
C (2.70620, -3.41305, 4.66638)  -0.462
O (2.34926, -4.06912, 5.59321)  0.186
C (1.65648, -2.87602, 3.72741)  0.005
C (0.30328, -3.19179, 3.86987)  0.090
N (-0.36113, -2.57748, 2.90105)  0.040
N (0.44987, -1.85043, 2.09526)  -0.040
C (1.70018, -2.05220, 2.62387)  -0.117
C (2.83489, -1.44394, 1.88105)  -0.444
O (4.00870, -1.53101, 2.02802)  0.212
O (2.26640, -0.78227, 0.81318)  -0.315
H (4.11925, -2.58972, 3.61030)  0.087
H (-0.18282, -3.81157, 4.60597)  0.174
H (-1.36249, -2.59427, 2.74479)  0.114
C (4.20953, 2.15671, -2.23897)  0.043
C (3.05089, 1.26555, -2.57075)  -0.550
N (2.72840, 1.23672, -3.86355)  0.241
O (2.44738, 0.58502, -1.71511)  -0.117
H (5.10201, 1.82459, -2.76944)  0.111
H (4.40397, 2.15065, -1.17516)  0.050
H (3.99091, 3.17531, -2.56034)  0.100
H (3.26214, 1.76781, -4.53220)  0.141
H (1.98862, 0.64350, -4.19886)  0.089


No. 2
Below is a molecular structure, C43H63AsI2LaN2O6PS5Si at a distorted geometry, with properties calculated with ωB97M-V/def2-TZVPD.

Gap between HOMO and LUMO in eV: 3.8266
Strongest force on any atom in hartree/bohr: 0.223
HOMO energy in eV: -2.186
Total charge: -2
Multiplicity: 1
LUMO energy in eV: 1.64

Each line ends with the Löwdin charge.
Cartesian coordinates (Å):
La (-0.45506, -1.80400, 10.55623)  1.188
I (-3.01958, 7.38609, 4.59986)  0.550
C (-2.30095, 7.32414, 2.46100)  -1.180
I (-0.79363, 5.98597, 2.01874)  0.728
H (-1.97879, 8.33219, 2.17097)  -0.040
H (-3.06843, 6.98062, 1.78131)  -0.061
S (-0.72514, -7.19397, -4.78882)  -0.281
C (1.38424, -0.42357, -0.83783)  -0.523
S (1.98537, -1.46282, 10.26182)  -0.604
S (1.44405, -2.00233, -1.19560)  0.489
C (-0.92150, 1.38464, -4.19018)  -0.150
C (0.00765, 2.06144, -4.93846)  -0.298
C (0.85478, 2.90052, -5.22572)  0.057
C (-2.17282, -4.18851, 9.31407)  -0.384
O (-1.66735, -0.63154, 12.26514)  -0.566
Si (-1.64861, 0.97378, 12.21008)  -0.071
S (-0.64235, 2.04767, 13.94749)  0.522
O (-3.04354, 1.74579, 12.06219)  -0.175
C (-4.35928, 1.72480, 12.47937)  -0.661
C (-4.72800, 3.12893, 12.97997)  -0.046
C (-4.45178, 0.90582, 13.84470)  -0.043
C (-5.25086, 1.11239, 11.39711)  -0.018
O (-0.85576, 1.73198, 10.86229)  -0.218
C (-0.54577, 3.18033, 10.49908)  -0.609
C (-1.84289, 3.91682, 10.29469)  -0.051
C (0.13953, 3.84368, 11.60070)  -0.140
C (0.32119, 3.25778, 9.22036)  -0.008
H (-1.83772, 2.00860, -4.27777)  0.066
H (-0.23673, 1.43007, -2.95148)  0.239
H (-1.60525, 0.81942, -4.98224)  0.119
H (0.07208, 0.94870, 13.98986)  -0.227
H (-1.39352, -2.72047, 2.42192)  0.016
H (1.56876, 3.61098, -5.66390)  0.068
H (-2.46592, -5.55248, 9.32802)  -0.057
H (-2.86589, -3.52551, 8.74689)  -0.243
H (0.26441, -6.95154, -5.67606)  -0.481
H (-5.61948, 3.00925, 13.65811)  0.086
H (-4.97811, 3.95561, 12.30649)  0.079
H (-3.84653, 3.33707, 13.60723)  0.084
H (-4.15996, -0.19211, 13.69344)  0.102
H (-5.53621, 0.97099, 14.13378)  0.087
H (-3.73661, 1.39748, 14.50575)  0.060
H (-5.08589, 1.51433, 10.35415)  0.102
H (-6.34682, 1.27748, 11.56036)  0.094
H (-4.94945, 0.09838, 11.46037)  0.063
H (-1.65435, 4.96367, 9.85166)  0.123
H (-2.41858, 3.98906, 11.15683)  0.049
H (-2.37018, 3.53775, 9.48412)  0.057
H (1.17615, 3.43059, 11.58017)  0.110
H (-0.34082, 3.80643, 12.61797)  -0.007
H (0.34535, 4.88878, 11.41071)  0.080
H (0.93624, 4.14070, 9.10226)  0.085
H (-0.48542, 3.22113, 8.44985)  0.091
H (0.85140, 2.35455, 9.15958)  0.063
O (5.91078, -3.16818, -0.34030)  -0.078
H (5.00558, -3.34577, 0.06899)  0.074
H (6.18760, -3.86475, -0.90182)  -0.005
O (-7.54224, 4.04064, 5.09593)  -0.103
H (-8.23005, 4.45408, 4.47157)  0.072
H (-6.70985, 4.00626, 4.59771)  0.031
O (-4.22373, 1.95630, -2.46585)  -0.680
S (-5.37173, 1.01609, -2.46839)  0.860
C (-4.75723, -0.48321, -2.62338)  -0.679
N (-5.67587, -1.47476, -2.74638)  -0.028
C (-5.17362, -2.49127, -3.75658)  -0.110
C (-3.59227, -2.29083, -3.64827)  -0.098
N (-3.53710, -0.91657, -3.08251)  0.034
H (-6.54955, -1.35712, -2.20736)  0.136
H (-5.54946, -2.41794, -4.75534)  0.091
H (-5.36142, -3.52018, -3.49845)  0.097
H (-3.09985, -2.15587, -4.66040)  0.131
H (-3.24913, -3.20971, -3.11093)  0.127
H (-2.98775, -0.13006, -3.47418)  0.100
C (3.65079, -1.13114, -7.58121)  -0.520
C (3.96238, -2.17906, -6.61587)  -0.479
As (2.39747, -3.08724, -5.50890)  1.320
C (3.63889, -4.79025, -5.10827)  -0.369
C (4.47174, -5.21908, -6.10695)  -0.118
C (5.42482, -6.27210, -5.73013)  -0.058
C (5.39290, -6.74273, -4.44934)  -0.175
C (4.59290, -6.32020, -3.45874)  -0.121
C (3.81083, -5.24829, -3.85004)  -0.165
C (1.39384, -3.83209, -6.89905)  -0.488
C (0.20181, -3.15322, -7.10672)  -0.179
C (-0.83625, -3.78850, -7.74556)  -0.107
C (-0.85476, -5.15296, -7.84657)  -0.096
C (0.26611, -5.87732, -7.51264)  -0.152
C (1.43344, -5.22745, -7.06949)  -0.108
P (2.98084, 0.51741, -7.30427)  1.016
C (2.08327, 1.33540, -8.47754)  -0.365
C (1.90133, 1.13835, -10.11950)  -0.027
C (1.43225, 2.32828, -10.65399)  -0.200
C (0.72464, 3.35613, -9.99817)  -0.173
C (0.21226, 3.27451, -8.61996)  -0.083
C (1.02664, 2.22097, -7.97545)  -0.166
C (4.68088, 1.47841, -6.93188)  -0.330
C (4.85119, 1.65915, -5.55608)  -0.044
C (5.98703, 2.60096, -5.10824)  -0.109
C (6.66432, 3.07462, -6.05561)  -0.190
C (6.40630, 2.90493, -7.45745)  -0.106
C (5.40663, 2.10349, -7.88500)  -0.139
H (2.83283, -1.52113, -8.26866)  0.067
H (4.51779, -1.65615, -8.32615)  0.149
H (4.56751, -1.94314, -5.66275)  0.074
H (4.66533, -2.92822, -7.02222)  0.022
H (4.81056, -4.67486, -7.00550)  0.095
H (6.03115, -6.49786, -6.52058)  0.061
H (6.05550, -7.63531, -4.23495)  0.115
H (4.70762, -6.88014, -2.33813)  0.177
H (2.99571, -5.01631, -3.00033)  0.139
H (0.21365, -2.04475, -6.89052)  0.096
H (-1.75414, -3.27708, -8.07384)  0.104
H (-1.63364, -5.55942, -8.29585)  0.060
H (0.30096, -6.85442, -7.81029)  0.071
H (2.30907, -5.80922, -6.79686)  0.080
H (2.41334, 0.55169, -10.75026)  0.025
H (2.32512, 2.43826, -11.82704)  0.211
H (0.20236, 4.45642, -10.61516)  0.170
H (-0.93881, 3.20841, -8.24834)  0.161
H (1.29758, 2.33304, -6.90671)  -0.026
H (4.34084, 1.11821, -4.75486)  0.091
H (6.29214, 2.58372, -4.02862)  0.120
H (7.88044, 3.55157, -5.99543)  0.175
H (6.96853, 3.41456, -8.24631)  0.098
H (4.85531, 2.03642, -8.82074)  0.106